(1)
9 unconnected molecules or ions with the total composition C33H66O15, computed with ωB97M-V with the def2-TZVPD basis set.

Last column: Löwdin charge in e.
Positions of all 114 atoms, in Å:
C1 28.5590 45.3870 39.6370  -0.347
C2 36.0960 39.2240 39.2350  -0.510
C3 28.6190 46.3070 34.5820  -0.463
H1 31.1450 42.0900 33.3090  0.074
H2 34.1550 40.6210 35.1040  0.080
H3 27.8110 48.3840 35.9880  0.121
C4 33.4550 40.4380 35.9190  -0.073
H4 30.0660 45.3490 38.0850  0.105
H5 35.0900 38.5010 40.8320  0.100
H6 30.6480 40.1880 37.8280  0.072
C5 36.3120 44.6520 35.0880  -0.304
C6 32.5890 44.9800 36.1320  0.052
H7 35.4420 36.8770 33.5420  0.127
H8 34.5740 41.5530 37.3680  0.159
H9 29.0420 40.4340 38.1590  0.150
H10 35.7080 47.5910 39.7480  0.108
H11 34.6050 48.2300 36.9070  0.134
H12 30.6180 45.9930 33.5890  0.041
O1 29.6910 40.1630 36.0710  -0.026
O2 32.6960 40.4600 32.2730  0.003
C7 31.6040 50.0430 39.0910  0.052
C8 34.4820 47.9040 37.9650  -0.173
H13 30.2570 46.8390 39.1170  0.038
H14 26.8020 49.6370 33.4050  0.071
C9 34.9150 36.2830 35.5190  -0.444
H15 32.1520 50.7820 39.6210  0.082
H16 29.1970 45.2740 32.6140  0.166
H17 27.5830 44.5470 37.8520  -0.009
H18 37.4210 41.4760 38.3430  0.035
C10 36.1450 43.5920 34.0400  -0.047
O3 37.0020 38.7170 38.6390  0.111
H19 36.8490 42.7620 40.7250  0.032
C11 36.5090 35.0670 36.7890  -0.268
H20 33.5620 43.2640 30.6180  0.060
H21 31.8190 44.6090 35.3190  0.095
O4 35.8810 35.3710 35.6370  0.025
O5 28.6140 45.6010 40.9310  -0.043
H22 38.0900 40.8160 39.6100  0.098
C12 29.8980 38.5740 34.1310  0.047
O6 35.9110 45.9540 34.9190  -0.066
H23 34.1580 37.7260 34.2070  0.084
H24 36.3880 43.2720 39.2280  0.012
H25 27.9860 50.3410 34.2770  0.055
O7 33.7050 48.9560 38.5470  -0.007
H26 35.5780 42.7770 34.5770  0.091
O8 33.0880 44.0180 38.2260  0.163
H27 29.5710 44.6530 34.1690  0.015
H28 33.3870 39.4180 36.4000  0.112
H29 33.7920 36.1580 33.6090  0.070
O9 28.2680 45.8150 35.7240  0.011
H30 32.3190 45.8310 36.5550  0.005
H31 38.0620 44.4870 36.5860  0.095
H32 31.0960 49.5850 39.8220  0.044
H33 31.0810 42.8190 31.7420  0.080
H34 27.7000 43.3690 39.1130  0.091
H35 37.6660 33.3420 37.7180  0.069
C13 31.7100 42.6710 32.5880  -0.015
O10 28.4030 47.5230 34.2290  0.051
H36 26.5720 50.3130 35.0290  0.066
C14 29.7030 45.5780 33.7510  0.024
H37 26.5510 44.9460 39.3050  0.107
H38 38.0170 34.1020 35.9170  0.101
H39 37.0490 43.0230 33.5680  0.121
H40 34.0130 47.0460 37.8720  0.049
H41 29.4360 37.6970 33.9220  0.051
O11 34.3010 36.7770 36.5480  0.015
H42 36.9960 32.8170 36.3720  0.057
H43 38.0310 43.3270 39.4760  0.108
H44 26.5900 47.8390 35.2180  0.109
H45 36.6370 44.7320 37.3010  0.057
C15 37.0270 44.2500 36.4400  0.006
C16 34.4960 36.6760 34.1810  0.014
H46 36.5490 48.7560 38.6400  0.083
H47 36.8530 43.3320 36.5780  -0.025
H48 34.5650 37.5990 39.2760  0.094
H49 30.3780 42.3140 38.3370  0.154
C17 37.2620 41.2840 39.2560  -0.177
H50 36.3850 47.0100 38.2930  -0.002
H51 35.8910 44.1150 33.0810  0.091
H52 37.2830 35.6920 37.0500  0.094
C18 33.4920 41.3980 36.9720  -0.194
C19 27.1640 49.7050 34.4090  -0.038
O12 31.9040 48.6110 37.1360  0.060
O13 33.2640 42.7410 36.4260  -0.022
C20 35.9260 47.8430 38.6330  -0.020
C21 33.4850 42.2280 30.7660  -0.014
H53 33.3300 45.1860 35.3900  0.053
C22 32.5540 41.6540 31.8420  -0.401
O14 29.8880 37.9260 36.4010  0.082
C23 27.4970 48.3020 34.9460  -0.217
H54 33.1140 41.8610 29.8120  0.091
H55 30.8680 50.3780 38.5410  0.025
C24 37.3580 33.7550 36.7770  -0.050
H56 32.6020 40.3360 35.2480  0.069
C25 32.4400 49.1450 38.1190  -0.437
H57 34.4750 41.9690 30.9160  0.055
C26 29.8310 40.5720 37.3530  -0.312
H58 32.8420 41.2430 37.7170  0.073
H59 28.8400 42.4140 37.2850  0.034
H60 29.3240 39.4260 33.5920  0.124
H61 33.8650 39.1300 39.6990  0.047
C27 29.5390 46.1700 38.7310  -0.034
C28 29.7530 38.8710 35.6210  -0.435
C29 37.0880 42.7790 39.7560  0.000
H62 32.2190 43.4820 33.0930  0.084
H63 30.8050 38.7990 33.7890  0.018
H64 30.3210 42.5960 36.1410  0.141
H65 29.0650 46.8420 37.9450  0.083
O15 36.1010 40.5370 39.5630  -0.008
C30 34.7630 38.5980 39.7670  0.038
C31 33.0230 43.8240 37.1030  -0.629
C32 27.4900 44.4650 38.8630  -0.014
C33 29.8830 42.0970 37.1990  -0.065
H66 35.8130 35.0910 37.6250  0.123

Cartesian forces (eV/Å) of the 6 atoms listed first:
C 0.8 1.9 4.0
C -1.7 0.7 -0.4
C 1.8 -2.5 4.9
H -0.2 0.1 0.3
H 1.0 -0.5 0.6
H 1.0 0.3 0.0

Output
ΔE to the lowest compared entry with this formula, charge and spin   9.8355 eV
Lowest unoccupied orbital energy   0.00798 Ha
Net charge   0
SMILES   CCOC(C)=O.CCOC(C)=O.CCOC(C)=O.CCOC(C)=O.CCOC(C)=O.CCOC(C)=O.CC(C)=O.CC(C)=O.CC(C)=O



(2)
A molecular structure, C33H67ClI2InO12S7, computed with ωB97M-V with the def2-TZVPD basis set.

Last column: Löwdin charge in e.
Positions of all 123 atoms, in Å:
C1 9.2422 -10.0126 -2.7081  -0.214
C2 2.1818 -1.5827 -3.8421  -0.225
C3 -1.3872 -1.7667 3.0101  -0.273
S1 -7.1311 1.1068 0.4584  0.657
H1 4.3805 -6.9486 -0.7732  0.101
H2 -6.8724 4.9655 -1.3266  0.116
H3 -6.9597 -0.7865 2.6986  0.119
H4 -7.0647 4.2804 1.1920  0.095
H5 -1.9847 9.8211 1.7900  0.119
H6 1.7026 1.4400 -5.2419  0.100
C4 2.1532 -2.0400 2.6681  -0.358
S2 4.4058 -4.6243 -1.2663  0.653
O1 8.1463 -8.2953 0.2500  -0.319
C5 -8.9112 -0.1656 1.9872  -0.215
H7 -0.1734 -1.6803 -1.4418  -0.295
H8 1.7627 -1.9108 -2.8948  0.059
C6 -6.0275 4.8097 -0.6575  -0.219
H9 3.5616 -2.5743 1.1809  0.031
H10 1.0634 -0.2830 -6.7954  0.107
H11 2.0346 -3.1183 2.7756  0.036
H12 -6.9317 6.0118 0.9012  0.114
O2 -5.7394 11.9101 0.2049  -0.333
C7 9.8524 -9.3069 -1.4900  -0.217
H13 0.2447 -0.9909 -4.5754  0.119
H14 6.5067 -6.6811 0.8243  0.094
O3 -5.9711 1.6954 1.0782  -0.310
H15 -1.1989 11.4239 -0.1231  0.114
H16 7.6357 -4.3813 0.3059  0.114
O4 4.5596 -5.0038 -2.6538  -0.339
C8 6.5610 -4.5575 0.3087  -0.212
H17 9.5373 -9.5187 -3.6323  0.113
C9 -4.8809 5.7680 -0.9578  -0.228
H18 5.5373 -2.7340 -0.3732  0.092
O5 -3.3807 6.9902 0.8474  -0.342
O6 4.2706 0.0291 -3.5413  -0.335
S3 -4.5497 12.2028 0.9645  0.659
H19 4.6222 -0.2730 0.9944  0.047
Cl1 -3.8704 -2.5517 0.1848  0.538
H20 7.6620 -11.5190 -0.9552  0.106
C10 -6.4050 5.0582 0.8109  -0.211
H21 6.4827 -10.2021 -0.7076  0.108
H22 -1.9141 -0.8458 3.2564  0.014
H23 -9.6678 -0.5453 1.2978  0.115
C11 -2.6495 10.3368 1.1009  -0.215
H24 9.9341 -8.2325 -1.6411  0.104
C12 5.8628 -3.6991 -0.7547  -0.209
H25 6.1888 -4.2913 1.3001  0.052
H26 -8.1789 1.8434 2.4482  0.102
S4 -3.8306 5.6646 0.4902  0.635
C13 1.1490 -1.4697 -4.9573  -0.217
O7 9.2877 -10.4472 0.8468  -0.321
O8 3.2226 -3.9499 -0.8119  -0.349
H27 -5.1534 5.7912 2.4635  0.099
H28 0.3681 3.4905 2.5086  0.043
C14 -5.1047 5.1041 1.6229  -0.239
H29 -1.6174 1.2005 2.1809  0.070
H30 -0.1805 1.0394 0.2510  0.037
H31 3.4383 0.3372 2.1121  0.073
H32 2.5684 -1.1624 -6.5555  0.112
H33 -0.9459 -2.1207 3.9423  0.026
H34 2.1478 -1.6093 3.6662  0.029
H35 -0.2517 1.2251 3.3065  0.086
H36 -9.3246 1.7937 1.0839  0.099
S5 0.1919 -2.5822 -0.5285  0.242
H37 9.6015 -11.0422 -2.7567  0.115
C15 -0.5909 1.5354 2.3180  -0.471
C16 -0.5858 3.0453 2.2498  -0.605
O9 -2.8857 4.6014 0.2814  -0.335
H38 -4.8077 4.1159 1.9685  0.060
C17 6.2269 -6.0267 0.0075  -0.235
C18 -3.9632 10.7188 1.7918  -0.215
C19 1.7888 -0.5938 -6.0439  -0.222
C20 4.7220 -6.0606 -0.2458  -0.222
S6 2.8347 0.0728 -3.6767  0.655
H39 -5.9578 -0.9563 0.4657  0.044
H40 -3.8165 10.9693 2.8404  0.104
C21 -7.0041 -0.6733 0.5463  -0.231
H41 -9.3384 -0.1912 2.9887  0.111
S7 8.7009 -9.5698 -0.1320  0.670
H42 -4.3020 5.4911 -1.8355  0.106
H43 0.8727 -2.4513 -5.3386  0.115
C22 3.4218 -1.7937 1.9204  -0.793
H44 -2.7936 -3.3280 3.4576  0.090
C23 -7.6449 -1.0288 1.8833  -0.218
H45 -7.5678 -1.0815 -0.2917  0.112
C24 7.4706 -10.4544 -1.0853  -0.228
H46 -7.8728 -2.0918 1.9419  0.117
O10 -7.5404 1.5064 -0.8648  -0.326
C25 2.4104 0.6199 -5.3431  -0.225
H47 7.3277 -8.9994 -2.6714  0.119
H48 6.7616 -6.3549 -0.8843  0.103
H49 -2.9559 13.4342 -0.3010  0.104
C26 7.7179 -10.0084 -2.5231  -0.218
C27 -3.6586 -2.1737 1.9288  -0.580
H50 3.0098 -2.2320 -4.1268  0.109
H51 -5.2219 6.8002 -1.0419  0.103
H52 -4.5683 -2.5441 2.3922  0.052
C28 -2.4276 -2.8118 2.5653  -0.365
I1 -2.0271 3.8153 3.6690  0.741
H53 10.8183 -9.7143 -1.2041  0.100
H54 1.2736 1.2819 1.1947  0.021
In1 0.3160 -1.3234 1.6150  0.567
C29 3.5986 -0.4107 1.3396  -0.207
H55 2.9354 -0.2580 0.4916  0.064
H56 -2.8547 9.6502 0.2793  0.106
O11 2.0323 0.8166 -2.7429  -0.314
O12 -4.5331 13.3004 1.9005  -0.330
H57 -3.6433 -1.0932 2.0304  0.063
I2 5.1665 -2.0862 3.2992  0.645
H58 6.4833 -3.5563 -1.6373  0.102
C30 -3.1525 12.3765 -0.1427  -0.236
C31 -2.0227 11.6287 0.5588  -0.221
C32 -8.5225 1.2651 1.5925  -0.223
H59 -0.9105 3.4373 1.2934  0.024
H60 -1.6352 12.2313 1.3832  0.117
H61 -4.7214 9.9458 1.6992  0.100
H62 -3.4235 11.8992 -1.0837  0.106
H63 3.3154 0.9710 -5.8320  0.095
H64 -2.0140 -3.5654 1.9014  0.071
H65 -5.6871 3.7805 -0.7792  0.104
C33 0.2590 0.8892 1.2369  -0.273
H66 4.1572 -5.9329 0.6773  0.110
H67 7.2208 -10.6668 -3.2334  0.115

Cartesian forces (eV/Å) of the 6 atoms listed first:
C 0.0 0.0 0.0
C -0.1 -0.2 -0.1
C 0.1 -0.4 -0.4
S -0.1 -0.3 0.0
H -0.1 0.1 -0.1
H 0.0 0.0 0.0

Output
Lowest unoccupied orbital energy   0.06046 Ha
Net charge   -1



| no. | largest force on an atom (eV Å⁻¹) | highest occupied orbital energy (eV) | total energy (Eh) |
| --- | --- | --- | --- |
| 1 | 8.26 | -9.09 | -2425.13196 |
| 2 | 0.76 | -4.75 | -6233.49970 |